{
  "formula": "C4H10NOP",
  "method": "ωB97M-V/def2-TZVPD",
  "total_energy_ev": -17131.96324,
  "spin_multiplicity": 3,
  "relative_energy_kcal_mol": 29.6,
  "s_squared": 2.008,
  "gap_ev": [8.05, 8.49],
  "species": ["C", "C", "C", "C", "N", "O", "P", "H", "H", "H", "H", "H", "H", "H", "H", "H", "H"],
  "positions_angstrom": [[0.333, 1.468, 0.242], [0.942, 0.146, -0.265], [-1.119, 1.430, -0.037], [0.668, -2.205, 0.091], [0.587, -0.934, 0.583], [-2.916, -0.829, -0.577], [-2.003, -0.236, 0.392], [0.407, 1.339, 1.226], [0.546, 2.337, -0.244], [0.728, 0.100, -1.354], [1.987, 0.304, -0.327], [-1.574, 2.160, 0.448], [-1.366, 1.571, -1.103], [1.756, -2.474, -0.049], [0.093, -2.850, 0.776], [0.253, -2.257, -0.858], [-2.719, -0.128, 1.683]],
  "atomic_forces_ev_per_a": [[-1.6, -3.9, -2.5], [-0.1, 1.5, -1.3], [-1.0, -4.1, -2.4], [1.3, -1.5, 1.2], [0.3, 2.6, 0.7], [-1.5, -0.5, -2.1], [0.8, 1.1, 2.6], [1.0, 0.8, 4.3], [2.2, 2.4, -0.7], [-0.5, -0.8, 0.3], [1.7, -0.3, 0.4], [-2.4, 3.4, 2.4], [0.2, -0.2, 0.2], [-0.8, -0.3, 0.3], [0.7, -0.3, -0.4], [-1.0, -0.3, -2.2], [0.6, 0.5, -0.7]]
}

=====

{
  "formula": "CH2N2O3S",
  "method": "ωB97M-V/def2-TZVPD",
  "total_energy_ev": -21021.45618,
  "relative_energy_kcal_mol": 114.6,
  "gap_ev": [9.00, 7.56],
  "species": ["C", "N", "N", "O", "O", "O", "S", "H", "H"],
  "positions_angstrom": [[-1.655, 1.457, -0.187], [-1.796, 2.540, -0.585], [1.933, -0.548, -0.213], [-0.224, -0.178, 1.332], [-2.041, -1.092, -0.025], [1.176, -0.269, -1.187], [-1.016, -0.122, 0.121], [1.552, -0.198, 0.755], [2.070, -1.590, -0.012]],
  "atomic_forces_ev_per_a": [[0.0, 1.8, -0.2], [0.0, -1.3, 0.5], [-1.0, -1.7, 3.3], [-0.2, 0.9, 0.3], [-1.4, -0.6, -0.4], [-0.3, 0.2, -0.1], [1.5, -0.8, -0.3], [1.1, 0.2, -2.0], [0.3, 1.3, -1.1]]
}

=====

{
  "formula": "C16H29F6IN3O2PS",
  "method": "ωB97M-V/def2-TZVPD",
  "total_energy_ev": -70157.57067,
  "gap_ev": 7.53,
  "species": ["C", "C", "C", "C", "C", "N", "I", "C", "C", "O", "C", "C", "C", "C", "C", "C", "C", "S", "C", "N", "N", "C", "O", "H", "H", "H", "H", "H", "H", "H", "H", "H", "H", "H", "H", "H", "H", "H", "H", "H", "H", "H", "H", "H", "H", "H", "H", "H", "H", "H", "H", "H", "F", "P", "F", "F", "F", "F", "F"],
  "positions_angstrom": [[2.419, 1.753, 1.986], [2.706, 1.349, 0.532], [3.808, 0.304, 0.524], [1.376, 0.898, -0.090], [1.476, 0.145, -1.409], [0.674, -1.139, -1.493], [1.318, -2.457, 0.040], [0.922, -1.757, -2.839], [2.130, -2.671, -2.948], [3.234, -2.232, -3.081], [-0.778, -0.780, -1.368], [-1.780, -1.886, -1.091], [-2.009, -2.103, 0.392], [-2.091, -0.859, 1.242], [-3.417, -0.115, 1.380], [-4.043, 0.488, 0.129], [-3.205, 1.464, -0.691], [-1.995, 2.367, 0.311], [-1.166, 3.153, -0.975], [-0.069, 3.816, -0.881], [0.235, 4.249, -2.171], [-0.705, 3.804, -2.916], [-1.652, 3.086, -2.246], [1.386, 2.072, 2.094], [3.041, 2.582, 2.298], [2.528, 0.909, 2.658], [3.027, 2.260, 0.034], [3.514, -0.526, 1.158], [4.101, -0.048, -0.460], [4.684, 0.735, 0.997], [0.777, 0.368, 0.649], [0.820, 1.808, -0.297], [2.493, -0.105, -1.679], [1.076, 0.749, -2.218], [1.088, -0.951, -3.545], [0.036, -2.300, -3.144], [1.927, -3.747, -2.965], [-0.824, 0.011, -0.632], [-1.031, -0.318, -2.320], [-2.685, -1.642, -1.636], [-1.439, -2.827, -1.523], [-1.199, -2.691, 0.803], [-2.900, -2.711, 0.536], [-1.315, -0.150, 0.976], [-1.825, -1.179, 2.240], [-4.147, -0.786, 1.825], [-3.250, 0.664, 2.120], [-4.939, 1.010, 0.451], [-4.392, -0.307, -0.523], [-2.695, 0.978, -1.511], [-3.857, 2.194, -1.152], [-0.815, 3.927, -3.974], [2.522, -2.694, 3.547], [1.354, -1.552, 3.794], [1.558, -1.877, 5.387], [0.417, -1.168, 2.458], [2.483, -0.599, 3.036], [0.781, -0.123, 4.382], [0.311, -2.842, 3.801]],
  "atomic_forces_ev_per_a": [[-0.2, 0.5, -0.2], [-0.2, 0.0, 0.6], [0.0, 0.2, 0.2], [0.0, 0.2, -0.2], [0.1, 0.1, 0.0], [0.3, -0.2, -0.2], [0.5, -0.2, -0.4], [-0.3, -0.1, 0.0], [0.2, 0.1, 0.1], [0.2, 0.1, 0.0], [-0.2, 0.2, -0.6], [0.6, -0.2, 0.0], [-0.6, -0.2, 0.2], [-0.3, 0.2, 0.6], [0.2, -0.2, -0.3], [-0.1, 0.1, 0.4], [-0.3, 0.0, -0.1], [-0.1, 0.0, 0.3], [-0.1, 0.1, -0.1], [0.0, 0.1, 0.1], [-0.3, -0.1, -0.1], [0.1, 0.1, -0.1], [0.5, 0.3, 0.0], [-0.3, 0.3, 0.0], [0.3, 0.2, 0.1], [0.1, 1.2, -0.4], [0.1, 0.0, -0.5], [0.1, -0.2, -0.2], [0.1, -0.1, -0.2], [0.3, 0.1, 0.0], [0.2, -0.4, 0.2], [0.0, 0.0, 0.2], [0.2, -0.2, 0.0], [-0.1, 0.1, -0.2], [-0.1, 0.3, -0.1], [-0.2, -0.2, 0.1], [0.0, -0.2, 0.0], [0.0, 0.0, 0.0], [0.2, 0.1, -0.3], [-0.3, 0.2, 0.1], [0.1, -0.1, -0.2], [0.0, -0.1, 0.0], [-0.2, -0.1, 0.0], [0.1, 0.0, 0.3], [0.1, 0.1, 0.3], [-0.2, -0.1, 0.1], [0.0, 0.2, 0.1], [-0.2, 0.1, 0.0], [0.0, -0.1, -0.2], [0.2, -0.2, 0.0], [-0.1, 0.2, -0.1], [-0.1, 0.0, -0.2], [-0.6, 0.1, -1.0], [-0.3, -0.4, 1.1], [0.8, 0.5, -0.6], [0.7, -0.4, -0.2], [0.3, -1.8, 1.5], [-0.7, -0.8, -0.1], [-0.3, 0.8, 0.4]]
}

=====

{
  "formula": "C10H23BeF6N2O8P",
  "method": "ωB97M-V/def2-TZVPD",
  "total_energy_ev": -56102.92913,
  "spin_multiplicity": 2,
  "total_charge": -1,
  "s_squared": 0.761,
  "gap_ev": [7.21, 6.18],
  "species": ["Be", "C", "O", "O", "O", "P", "F", "F", "F", "F", "F", "F", "O", "C", "O", "O", "H", "C", "C", "C", "O", "C", "N", "H", "H", "H", "H", "H", "H", "H", "H", "H", "H", "H", "C", "C", "C", "O", "C", "N", "H", "H", "H", "H", "H", "H", "H", "H", "H", "H", "H"],
  "positions_angstrom": [[0.798, 0.181, -0.536], [3.562, 0.152, 0.429], [4.622, 0.343, 1.021], [2.630, -0.009, 1.229], [3.396, 0.484, -0.739], [-0.238, 3.527, -0.989], [0.955, 3.100, -2.025], [-0.730, 4.645, -2.073], [-1.165, 2.295, -1.639], [-1.472, 4.114, -0.061], [0.216, 2.511, 0.127], [0.828, 4.641, -0.310], [-3.229, -1.621, -0.857], [-2.480, -0.942, -1.754], [-2.927, -0.698, -2.891], [-1.416, -0.473, -1.436], [-2.737, -1.648, -0.033], [-2.556, 1.418, 1.196], [-1.439, 0.960, 2.141], [-1.976, 0.713, 3.601], [-1.059, 0.059, 4.444], [-1.364, 0.345, 5.783], [-0.695, -0.204, 1.679], [-3.359, 0.681, 1.226], [-2.199, 1.531, 0.172], [-2.943, 2.384, 1.520], [-0.807, 1.838, 2.275], [-2.849, 0.060, 3.610], [-2.135, 1.706, 4.021], [-0.904, -0.436, 6.388], [-2.434, 0.502, 5.921], [-0.956, 1.315, 6.066], [-0.246, -0.526, 2.524], [-1.402, -0.923, 1.738], [3.159, -1.413, -3.529], [1.638, -1.310, -3.399], [1.050, -2.458, -2.550], [1.316, -2.106, -1.125], [1.434, -3.223, -0.269], [1.054, 0.030, -3.147], [3.641, -1.407, -2.551], [3.571, -0.660, -4.200], [3.376, -2.380, -3.982], [1.237, -1.562, -4.380], [1.433, -3.458, -2.758], [-0.037, -2.458, -2.639], [1.177, -2.784, 0.695], [2.442, -3.628, -0.185], [0.694, -3.971, -0.553], [1.439, 0.735, -3.759], [0.086, 0.023, -3.437]],
  "atomic_forces_ev_per_a": [[-0.1, -1.0, -0.6], [-1.7, 2.6, -0.2], [3.9, -0.4, 1.2], [-3.5, -1.6, 1.0], [-0.8, -0.6, -2.7], [-0.6, 3.4, -2.2], [-0.3, -0.4, 0.7], [0.3, -0.9, 0.0], [0.6, 1.6, 0.6], [0.9, -1.3, 0.0], [0.8, -2.1, 1.1], [-1.2, -1.0, -0.5], [-0.8, -0.8, 0.5], [-2.4, 1.2, -3.9], [-1.3, -1.5, 0.4], [5.9, 1.1, 3.3], [0.2, 0.1, 0.0], [0.2, -0.5, 0.5], [-0.6, 1.3, 1.3], [0.2, 0.3, -1.2], [0.7, -0.2, -0.3], [0.4, 0.4, 0.1], [0.1, -0.2, 0.0], [-0.2, 0.0, -0.2], [0.0, -0.1, 0.1], [0.0, 0.0, 0.0], [0.7, -0.3, -0.3], [-0.7, 0.4, -0.2], [-0.7, 0.1, -0.1], [-0.4, 0.1, 0.2], [-0.3, -0.7, 0.2], [0.4, 0.2, 0.1], [1.5, 0.3, 0.2], [-0.6, -0.6, -1.3], [-0.4, -0.1, 0.4], [-0.4, -0.9, -1.6], [-0.2, 2.2, 1.9], [0.2, 0.3, -1.5], [-0.7, 0.9, 0.7], [0.0, -0.5, 2.0], [0.1, 0.4, -0.1], [0.0, 0.2, 0.3], [0.0, -0.1, -0.1], [0.1, -0.3, -0.5], [0.4, 0.3, -0.2], [-0.1, -0.1, -0.1], [0.0, -0.5, 0.3], [0.1, 0.0, -0.4], [0.1, -0.2, 0.1], [0.8, 0.2, 0.3], [-0.7, -0.2, 0.5]]
}

=====

{
  "formula": "C7H13NO2",
  "method": "ωB97M-V/def2-TZVPD",
  "smiles": "C=C(O)N[C@@](C)(O)C(=C)C",
  "total_energy_ev": -13053.38402,
  "relative_energy_kcal_mol": 58.7,
  "gap_ev": 8.88,
  "species": ["C", "C", "O", "N", "C", "C", "O", "C", "C", "C", "H", "H", "H", "H", "H", "H", "H", "H", "H", "H", "H", "H", "H"],
  "positions_angstrom": [[-2.947, 0.689, 1.412], [-2.197, 0.410, 0.345], [-2.821, 0.171, -0.847], [-0.690, 0.483, 0.360], [0.069, -0.442, -0.390], [-0.022, -1.870, 0.131], [-0.331, -0.397, -1.733], [1.620, 0.176, -0.308], [2.617, -0.484, -0.919], [1.915, 1.480, 0.382], [-2.512, 0.904, 2.379], [-4.026, 0.772, 1.320], [-2.129, -0.154, -1.451], [-0.392, 0.518, 1.330], [0.276, -1.930, 1.182], [-1.047, -2.249, 0.049], [0.600, -2.550, -0.459], [-0.067, 0.488, -2.040], [2.445, -1.390, -1.493], [3.636, -0.102, -0.943], [2.966, 1.779, 0.282], [1.320, 2.295, -0.043], [1.717, 1.403, 1.456]],
  "atomic_forces_ev_per_a": [[0.2, 0.1, 0.2], [1.1, 0.1, 0.1], [1.1, -0.1, 0.3], [-3.7, 0.9, 0.6], [3.1, 0.5, 0.6], [0.0, -0.4, -0.5], [0.0, 0.2, -0.5], [-0.2, -1.6, -0.6], [-0.8, 0.2, 0.0], [-0.2, 0.1, 0.1], [0.1, 0.0, -0.1], [0.3, -0.1, -0.1], [-0.2, 0.1, -0.2], [-0.1, 0.1, -0.2], [0.0, 0.1, -0.2], [0.0, 0.2, 0.0], [0.1, 0.2, 0.1], [-0.2, -0.4, -0.1], [-0.1, 0.0, 0.2], [-0.2, 0.0, 0.1], [-0.2, -0.4, -0.1], [-0.1, -0.1, 0.3], [-0.1, 0.2, -0.1]]
}

=====

{
  "formula": "C4H13NO2",
  "method": "ωB97M-V/def2-TZVPD",
  "smiles": "C/C=C/NC.O.O",
  "total_energy_ev": -9942.87217,
  "relative_energy_kcal_mol": 30.5,
  "gap_ev": 8.95,
  "species": ["C", "C", "C", "N", "C", "H", "H", "H", "H", "H", "H", "H", "H", "H", "O", "H", "H", "O", "H", "H"],
  "positions_angstrom": [[2.059, -2.337, -1.648], [0.928, -1.407, -1.310], [0.424, -1.258, -0.091], [-0.529, -0.326, 0.376], [-0.910, -0.382, 1.794], [2.979, -2.056, -1.121], [1.888, -3.374, -1.349], [2.323, -2.316, -2.703], [0.571, -0.816, -2.149], [0.930, -1.831, 0.694], [-1.298, -0.468, -0.273], [-1.025, 0.636, 2.138], [-1.831, -0.940, 1.967], [-0.119, -0.926, 2.308], [0.819, 2.183, 0.878], [1.541, 2.808, 0.866], [0.838, 1.688, 0.087], [-2.476, 2.544, -0.206], [-1.612, 2.141, -0.049], [-2.727, 2.226, -1.075]],
  "atomic_forces_ev_per_a": [[0.6, -0.2, 0.5], [-0.3, 0.2, -0.6], [1.3, 0.0, 1.0], [-0.3, -0.9, -1.3], [0.1, -0.4, -0.7], [-0.1, 0.1, 0.0], [-0.2, 0.0, -0.2], [-0.2, -0.1, -0.1], [-0.2, 0.1, 0.1], [-0.3, 0.1, 0.0], [-0.4, 0.6, 0.5], [0.1, 0.1, 0.4], [-0.1, 0.0, -0.1], [0.0, 0.4, 0.3], [-0.4, 0.8, 1.6], [0.2, 0.2, -0.2], [0.2, -1.0, -1.4], [0.2, -0.2, 0.1], [0.0, 0.1, 0.2], [-0.1, 0.0, -0.1]]
}